#one
{
  "formula": "C5H15NO2",
  "method": "ωB97M-V/def2-TZVPD",
  "orbital_gap_ev": 9.2,
  "charge": 0,
  "smiles": "CN1CCCC1.O.O",
  "homo_ev": -8.533,
  "symbols": ["C", "N", "C", "C", "C", "C", "H", "H", "H", "H", "H", "H", "H", "H", "H", "H", "H", "O", "H", "H", "O", "H", "H"],
  "coordinates": [[-2.8012, -0.3764, -0.9759], [-1.5097, -0.7339, -0.2211], [-1.1919, 0.3455, 0.7437], [0.3645, 0.2453, 0.7977], [0.8735, -0.8498, -0.1534], [-0.2994, -0.9899, -1.1492], [-3.6001, -0.5799, -0.2765], [-2.9023, -1.0256, -1.8216], [-2.7907, 0.7144, -1.3009], [-1.5423, 1.4593, 0.3908], [-1.7978, 0.2493, 1.7385], [0.7775, 0.1636, 1.8695], [0.5704, 1.2572, 0.5861], [1.0105, -1.8423, 0.2887], [1.7321, -0.5541, -0.7751], [-0.3898, -0.3159, -2.0276], [-0.4054, -2.0421, -1.5458], [1.1343, 3.7446, 0.1117], [0.8558, 2.9234, -0.2777], [1.8689, 3.8641, -0.4621], [3.6342, -1.8835, 1.1842], [3.2055, -2.6652, 1.5887], [3.2034, -1.1080, 1.6874]]
}

***

#two
{
  "formula": "C5H15NO2",
  "method": "ωB97M-V/def2-TZVPD",
  "orbital_gap_ev": 8.3,
  "charge": 0,
  "smiles": "CCC/C=C/N.O.O",
  "homo_ev": -7.854,
  "symbols": ["C", "C", "C", "C", "C", "N", "H", "H", "H", "H", "H", "H", "H", "H", "H", "H", "H", "O", "H", "H", "O", "H", "H"],
  "coordinates": [[-0.6377, -0.6102, 2.3148], [-1.6955, 0.2973, 1.5845], [-0.8679, 1.5069, 0.8423], [0.1987, 1.0612, -0.0762], [0.0160, 1.1268, -1.4061], [1.1702, 1.1873, -2.2353], [-0.8588, -1.5649, 1.6846], [-0.9624, -0.6780, 3.3435], [0.3908, -0.4089, 2.1053], [-2.1896, -0.2897, 0.7949], [-2.2995, 0.7556, 2.3913], [-1.6418, 2.1657, 0.4297], [-0.4200, 2.0444, 1.7290], [1.2006, 0.7819, 0.3585], [-0.8628, 1.2702, -2.0088], [2.1379, 1.1101, -1.9399], [1.0841, 0.9403, -3.2130], [0.2220, -1.7391, -1.7297], [0.2788, -2.4104, -2.4234], [-0.2241, -1.0319, -2.2683], [2.2949, -1.9755, -0.1117], [1.6506, -2.0751, -0.7879], [2.0155, -1.4639, 0.6219]]
}

***

Which of them is most stable, and which least? Most stable: #one; least stable: #two.

***

#one
{
  "formula": "C5H15NO2",
  "method": "ωB97M-V/def2-TZVPD",
  "orbital_gap_ev": 8.8,
  "charge": 0,
  "smiles": "CCC/C=C/N.O.O",
  "homo_ev": -8.048,
  "symbols": ["C", "C", "C", "C", "C", "N", "H", "H", "H", "H", "H", "H", "H", "H", "H", "H", "H", "O", "H", "H", "O", "H", "H"],
  "coordinates": [[2.2393, 2.2075, 0.5512], [1.0806, 1.7818, 1.4692], [-0.0064, 0.9929, 0.7311], [0.5264, -0.0818, -0.1702], [0.1814, -1.3479, 0.0813], [0.3924, -2.4188, -0.7914], [2.0031, 3.0080, -0.1379], [2.6411, 1.2908, 0.1109], [3.0792, 2.4446, 1.2142], [1.4767, 1.1893, 2.2994], [0.6632, 2.6677, 1.9361], [-0.8551, 0.8010, 1.3918], [-0.5018, 1.7186, 0.0916], [0.9969, 0.2707, -1.0742], [-0.3884, -1.5315, 0.9811], [0.4535, -3.2835, -0.2823], [1.1696, -2.4261, -1.4272], [-2.8612, 3.9368, -4.4991], [-2.4097, 3.8256, -3.6553], [-2.5212, 3.1561, -4.9529], [-2.5749, -5.9322, 1.7069], [-2.2591, -6.7895, 1.8767], [-2.5256, -5.4802, 2.5490]]
}

***

#two
{
  "formula": "C5H15NO2",
  "method": "ωB97M-V/def2-TZVPD",
  "orbital_gap_ev": 2.8,
  "charge": 0,
  "homo_ev": -7.314,
  "symbols": ["C", "N", "C", "C", "C", "C", "H", "H", "H", "H", "H", "H", "H", "H", "H", "H", "H", "H", "H", "O", "H", "H", "O"],
  "coordinates": [[0.4098, -0.5316, 0.2195], [1.2263, -0.8666, -2.0216], [0.1622, -0.1973, -1.2607], [-3.0176, -0.6104, 0.2656], [-2.8683, 0.3357, 1.2233], [-2.6569, 1.7330, 1.2121], [-0.5135, -0.7591, 0.8358], [0.9635, -1.5369, 0.2887], [0.9429, 0.2213, 0.8437], [1.0705, -0.7884, -2.9640], [-0.8869, -0.4918, -1.3813], [0.1815, 0.8871, -1.3276], [-3.0062, -1.6391, 0.4435], [-2.9019, -0.2283, -0.7677], [-2.6734, -0.1699, 2.3013], [-2.4041, 2.3665, 0.3428], [-2.7742, 2.0971, 2.2483], [3.3715, 1.5811, -0.7735], [2.1017, -0.3349, -1.6096], [2.6120, 0.9868, -0.4975], [4.1808, -1.0339, 1.2698], [3.1071, -0.0302, 0.3827], [3.3733, -0.9900, 0.7264]]
}

***

#three
{
  "formula": "C5H15NO2",
  "method": "ωB97M-V/def2-TZVPD",
  "orbital_gap_ev": 10.6,
  "charge": 0,
  "smiles": "C=NCCCC.O.O",
  "homo_ev": -10.000,
  "symbols": ["C", "N", "C", "C", "C", "C", "H", "H", "H", "H", "H", "H", "H", "H", "H", "H", "H", "O", "H", "H", "O", "H", "H"],
  "coordinates": [[-2.3292, -0.9288, -0.9000], [-1.8940, -0.2788, 0.0815], [-0.5811, -0.7160, 0.6442], [0.5486, -0.9466, -0.3709], [1.9467, -0.7694, 0.2324], [2.5410, 0.6154, -0.0933], [-3.4014, -0.8931, -1.1354], [-1.7710, -1.6185, -1.5443], [-0.3929, -0.0664, 1.4928], [-0.8491, -1.6856, 1.0716], [0.3978, -0.2811, -1.2244], [0.4188, -1.9399, -0.7827], [2.6419, -1.5403, -0.1013], [1.8975, -0.7237, 1.3097], [3.3791, 0.6324, -0.8022], [1.8607, 1.3584, -0.5170], [3.0094, 1.0906, 0.7615], [-2.1621, 1.1344, 3.0379], [-2.0760, 2.0366, 2.7179], [-1.9449, 0.5744, 2.2834], [-0.4633, 2.0153, -2.0384], [-0.1378, 1.5374, -2.8054], [-0.6386, 1.3932, -1.3177]]
}

***

Which of them is most stable, and which least? Most stable: #one; least stable: #two.

***

#one
{
  "formula": "C5H10N2O",
  "method": "ωB97M-V/def2-TZVPD",
  "orbital_gap_ev": 9.9,
  "charge": 0,
  "smiles": "C=N[C@@](C)(C=O)NC",
  "homo_ev": -8.906,
  "symbols": ["C", "N", "C", "C", "C", "O", "N", "C", "H", "H", "H", "H", "H", "H", "H", "H", "H", "H"],
  "coordinates": [[-1.5235, -0.6595, -1.4552], [-0.7924, 0.1950, -0.8888], [-0.0698, -0.0685, 0.3372], [-1.0253, -0.1484, 1.5286], [0.5653, -1.4793, 0.0826], [-0.0105, -2.5163, 0.2623], [0.9470, 0.9260, 0.5776], [1.6765, 1.4046, -0.5869], [-2.0104, -0.3625, -2.3748], [-1.7948, -1.6415, -1.0631], [-1.6708, -1.0249, 1.4316], [-0.4402, -0.2375, 2.4469], [-1.6480, 0.7502, 1.5643], [1.6011, -1.4224, -0.2854], [0.5494, 1.7145, 1.0746], [2.0606, 0.5564, -1.1591], [1.0618, 2.0191, -1.2609], [2.5238, 1.9951, -0.2314]]
}

***

#two
{
  "formula": "C5H10N2O",
  "method": "ωB97M-V/def2-TZVPD",
  "orbital_gap_ev": [8.2, 8.2],
  "charge": 0,
  "homo_ev": [-7.961, -7.961],
  "symbols": ["C", "C", "N", "N", "C", "C", "C", "O", "H", "H", "H", "H", "H", "H", "H", "H", "H", "H"],
  "coordinates": [[2.5242, 1.2433, -0.1525], [-2.2634, 0.4234, -0.9471], [0.6165, -0.8575, -0.6527], [2.4136, -0.1058, 0.3714], [-2.1348, -0.8065, -0.0883], [-0.2554, -1.1625, 0.1301], [-1.0320, -0.9361, 1.2774], [-2.9093, -1.7256, -0.1545], [2.3323, -0.8809, -0.3544], [1.9711, -0.1522, 1.2787], [1.5397, 1.6951, -0.3125], [3.1031, 1.8793, 0.5246], [3.0500, 1.2229, -1.1068], [-3.3157, 0.6958, -1.0272], [-1.6629, 1.2446, -0.5657], [-1.9365, 0.1911, -1.9589], [-1.3847, -1.8139, 1.8081], [-0.6557, -0.1546, 1.9303]]
}

***

Which of them is most stable, and which least? Most stable: #one; least stable: #two.

***

#one
{
  "formula": "C3H4ClF",
  "method": "ωB97M-V/def2-TZVPD",
  "orbital_gap_ev": 10.7,
  "charge": 0,
  "smiles": "C=C(Cl)CF",
  "homo_ev": -9.887,
  "symbols": ["C", "C", "Cl", "C", "F", "H", "H", "H", "H"],
  "coordinates": [[0.5185, 1.7804, -0.2576], [0.2208, 0.5067, 0.1037], [-1.4875, -0.2291, 0.0479], [1.3140, -0.2693, 0.4220], [0.9576, -1.4017, -0.4166], [1.4053, 2.2317, -0.2812], [-0.3411, 2.4233, -0.3282], [1.0091, -0.3627, 1.5688], [2.2756, 0.1125, 0.3682]]
}

***

#two
{
  "formula": "C3H4ClF",
  "method": "ωB97M-V/def2-TZVPD",
  "orbital_gap_ev": 10.8,
  "charge": 0,
  "smiles": "C=C[C@@H](F)Cl",
  "homo_ev": -10.199,
  "symbols": ["C", "C", "C", "F", "Cl", "H", "H", "H", "H"],
  "coordinates": [[2.0665, -0.2394, -0.5292], [1.2088, -0.8134, 0.3397], [0.0040, 0.0921, 0.5477], [0.2500, 1.3566, 0.0864], [-1.6410, -0.2868, -0.2269], [2.8236, -0.6004, -0.8638], [1.8831, 0.9640, -0.4976], [1.3068, -1.7711, 0.7674], [-0.0423, -0.1612, 1.5242]]
}

***

Which of them is most stable, and which least? Most stable: #one; least stable: #two.